[1]
The following is a quantum chemistry calculation of a molecular structure, C16H33BN2OP2Pd in a non-equilibrium geometry, from the OMol25 dataset.

Each line ends with the Mulliken spin population.
Cartesian coordinates (Å):
Pd 0.411 0.987 -2.410  0.87
P -1.790 -3.376 0.698  0.03
P 2.659 1.951 -0.961  0.05
N -0.418 2.680 -1.998  0.84
H -0.489 -2.661 0.890  0.06
C -1.949 -4.764 1.826  0.01
H -1.623 -5.689 1.325  0.00
H -2.995 -4.869 2.143  0.00
H -1.313 -4.585 2.705  0.00
C -1.807 -3.930 -1.018  0.01
H -1.321 -4.911 -1.098  0.00
H -1.264 -3.186 -1.618  0.00
H -2.848 -4.002 -1.357  0.00
C -3.083 -2.138 0.925  0.02
H -4.024 -2.530 0.514  -0.01
H -2.809 -1.216 0.392  0.02
H -3.212 -1.921 1.994  -0.01
C 1.874 2.960 0.293  0.09
H 2.572 3.762 0.564  -0.01
H 1.663 2.353 1.183  -0.02
H 0.948 3.388 -0.107  0.01
C 4.412 1.777 -0.649  0.04
H 4.778 2.735 -0.257  0.00
H 4.916 1.569 -1.602  -0.01
H 4.637 0.986 0.067  0.00
C 2.537 2.766 -2.561  0.02
H 3.383 2.428 -3.169  -0.01
H 2.605 3.843 -2.383  0.00
H 1.574 2.562 -3.087  0.02
C -1.524 2.807 -1.284  -0.11
C -3.200 1.995 0.304  -0.11
C -2.074 1.765 -0.469  0.18
C -2.190 4.085 -1.287  0.20
C -3.311 4.294 -0.505  -0.11
C -3.825 3.253 0.288  0.24
H -3.594 1.188 0.927  0.00
H -1.568 0.794 -0.476  0.05
H -1.753 4.856 -1.930  0.00
H -3.794 5.274 -0.508  0.00
H -4.714 3.427 0.894  0.02
C 0.451 -1.577 0.342  0.12
O -0.245 -1.167 -0.693  0.38
C 0.149 -0.893 1.735  0.03
H 0.370 0.175 1.699  0.02
H 0.731 -1.365 2.514  0.00
H -0.916 -0.990 1.956  -0.01
C 1.387 -2.835 0.160  0.05
H 1.705 -3.202 1.133  -0.01
H 2.270 -2.592 -0.437  -0.01
H 0.839 -3.616 -0.378  -0.01
B 3.033 -0.614 1.197  0.04
C 1.895 -0.424 0.069  0.90
N 1.896 0.392 -0.879  0.05
H 2.731 -1.489 1.987  -0.01
H 3.165 0.444 1.787  0.05
H 4.058 -0.950 0.611  0.05

As for the HOMO-LUMO gap (alpha / beta): 0.1366 / 0.2494 Eh. Its energy above the lowest of the compared OMol25 structures with the same formula, charge and spin is 130.2 kJ/mol. Its multiplicity is 5. For the LUMO energy (alpha / beta), the calculation gives 0.11 / -0.30 eV. The value obtained for the HOMO energy (alpha / beta) is -3.606 / -7.088 eV.



[2]
The following is a quantum chemistry calculation of a molecular structure, C30H22Cl2F5N3STeZr in a non-equilibrium geometry, from the OMol25 dataset.

Each line ends with the Löwdin charge.
Cartesian coordinates (Å):
Zr 1.708 1.454 -0.781  1.22
F -2.368 6.410 -0.338  0.13
C -1.662 5.476 -0.970  -0.14
C -0.357 5.216 -0.591  -0.16
F 0.200 5.882 0.419  0.13
C 0.340 4.242 -1.268  -0.29
F 1.602 3.941 -0.836  -0.04
C -0.185 3.481 -2.301  -0.58
S 0.765 2.202 -3.061  0.57
C -1.495 3.775 -2.655  -0.25
F -2.092 3.090 -3.632  0.09
C -2.226 4.753 -2.006  -0.14
F -3.483 5.000 -2.369  0.13
N 1.788 2.505 1.847  -0.37
C 1.187 -0.842 1.460  -0.27
C 0.223 -1.172 2.353  -0.12
C -0.605 -2.302 2.117  -0.05
C -0.459 -3.048 0.986  -0.01
C 0.465 -2.643 -0.013  -0.15
C 0.599 -3.271 -1.268  0.02
C 1.408 -2.723 -2.229  -0.03
C 2.019 -1.487 -1.977  -0.11
N 1.931 -0.870 -0.812  -0.03
C 1.242 -1.492 0.207  -0.24
H 1.817 3.094 2.681  0.04
H 2.124 0.628 2.970  0.08
H 0.111 -0.608 3.275  0.11
H -1.369 -2.562 2.838  0.11
H -1.083 -3.914 0.807  0.12
H 0.033 -4.172 -1.476  0.13
H 1.523 -3.184 -3.199  0.11
H 2.564 -0.970 -2.759  0.13
C -4.661 -3.880 -0.438  -0.05
C -3.906 -2.596 -0.218  -0.28
C -3.082 -2.061 -1.197  -0.03
C -2.389 -0.869 -1.010  -0.32
C -1.544 -0.358 -2.135  -0.10
C -2.496 -0.176 0.206  -0.50
Te -1.301 1.532 0.670  0.91
C -3.357 -0.688 1.192  -0.34
C -3.610 -0.023 2.523  -0.10
C -4.038 -1.882 0.962  -0.04
H -4.334 -4.378 -1.351  0.07
H -5.733 -3.695 -0.528  0.08
H -4.522 -4.571 0.395  0.08
H -2.982 -2.578 -2.147  0.11
H -1.667 -0.966 -3.032  0.09
H -0.485 -0.366 -1.866  0.01
H -1.784 0.676 -2.377  0.05
H -3.066 0.910 2.636  -0.02
H -3.321 -0.683 3.346  0.08
H -4.675 0.188 2.638  0.08
H -4.695 -2.260 1.741  0.12
Cl 6.609 2.053 -0.924  0.69
C 5.811 1.041 0.229  -0.62
C 6.531 0.091 0.929  -0.11
C 5.898 -0.806 1.781  -0.09
C 4.531 -0.692 2.015  -0.08
C 3.864 0.315 1.363  -0.25
Cl 2.087 0.998 1.669  0.79
C 4.409 1.113 0.333  -0.46
N 3.556 1.627 -0.576  -0.22
H 7.599 0.032 0.767  0.11
H 6.464 -1.586 2.271  0.10
H 4.024 -1.348 2.714  0.11

As for the HOMO-LUMO gap: 0.2090 Eh. Its energy above the lowest of the compared OMol25 structures with the same formula, charge and spin is 0.0 kJ/mol. Its multiplicity is 1. For the LUMO energy, the calculation gives -1.07 eV. The value obtained for the HOMO energy is -6.751 eV.



[3]
The following is a quantum chemistry calculation of 5 unconnected molecules or ions with the total composition C5H20O5 in a non-equilibrium geometry, from the OMol25 dataset.

Each line ends with the Löwdin charge.
Cartesian coordinates (Å):
C 0.422 -5.687 -3.012  -0.18
O -0.963 -5.473 -2.982  -0.12
H 0.730 -6.445 -3.732  0.07
H 0.945 -4.759 -3.242  0.08
H 0.765 -6.139 -2.082  0.08
H -1.240 -4.767 -3.571  0.08
C -2.601 0.247 -0.214  -0.16
O -2.300 1.205 -1.232  -0.12
H -2.336 -0.762 -0.527  0.07
H -2.042 0.486 0.691  0.08
H -3.678 0.218 -0.052  0.08
H -1.439 1.516 -0.945  0.06
C 4.162 1.581 -1.843  -0.14
O 2.901 1.959 -1.181  -0.13
H 4.031 1.283 -2.883  0.07
H 4.940 2.338 -1.937  0.07
H 4.549 0.673 -1.380  0.07
H 3.176 2.558 -0.483  0.06
C 0.208 -3.718 6.152  -0.20
O 0.028 -3.822 7.508  -0.12
H 1.184 -3.317 5.878  0.08
H -0.042 -4.750 5.906  0.08
H -0.394 -3.047 5.538  0.08
H 0.768 -4.215 7.978  0.08
C -1.966 7.461 -1.236  -0.19
O -1.496 6.658 -2.279  -0.11
H -1.914 6.755 -0.407  0.07
H -1.395 8.344 -0.952  0.08
H -3.008 7.780 -1.220  0.07
H -1.995 5.837 -2.261  0.08

As for the HOMO-LUMO gap: 0.3924 Eh. Its SMILES is CO.CO.CO.CO.CO. Its energy above the lowest of the compared OMol25 structures with the same formula, charge and spin is 331.5 kJ/mol. Its multiplicity is 1. For the LUMO energy, the calculation gives 0.49 eV. The value obtained for the HOMO energy is -10.183 eV.



[4]
The following is a quantum chemistry calculation of 4 unconnected molecules or ions with the total composition C18H33ClN6 in a non-equilibrium geometry, from the OMol25 dataset.

Each line ends with the Löwdin charge.
Cartesian coordinates (Å):
C -3.239 -6.471 1.593  -0.03
C -4.624 -7.241 1.502  -0.17
N -4.676 -8.591 1.022  -0.07
C -4.295 -9.681 1.781  0.02
C -4.242 -10.758 0.890  0.01
N -4.584 -10.374 -0.414  -0.07
C -4.829 -8.975 -0.284  0.07
C -4.466 -11.156 -1.595  -0.02
H -2.572 -6.606 2.445  0.08
H -3.320 -5.385 1.607  0.08
H -2.778 -6.520 0.607  0.07
H -5.418 -6.655 1.040  0.13
H -5.148 -7.190 2.456  0.13
H -4.176 -9.678 2.854  0.14
H -4.096 -11.818 1.039  0.14
H -5.119 -8.294 -1.070  0.16
H -3.595 -10.882 -2.191  0.11
H -5.380 -11.333 -2.161  0.11
H -4.384 -12.230 -1.428  0.11
C 6.772 -0.176 -0.377  -0.03
C 6.452 1.129 -1.258  -0.17
N 6.502 0.954 -2.654  -0.05
C 7.680 0.935 -3.460  0.03
C 7.294 0.589 -4.778  0.02
N 5.890 0.765 -4.870  -0.10
C 5.437 0.966 -3.625  0.05
C 5.075 0.640 -6.107  0.04
H 7.536 -0.767 -0.882  0.07
H 5.945 -0.837 -0.118  0.07
H 7.093 0.052 0.639  0.08
H 7.238 1.833 -0.986  0.13
H 5.497 1.608 -1.045  0.13
H 8.691 1.020 -3.088  0.13
H 7.896 0.406 -5.657  0.13
H 4.413 1.226 -3.401  0.17
H 5.752 0.465 -6.943  0.10
H 4.709 1.661 -6.208  0.10
H 4.252 -0.066 -6.000  0.11
C -2.727 10.549 4.349  -0.05
C -3.148 9.045 4.292  -0.13
N -2.447 8.186 3.275  -0.03
C -1.237 7.590 3.508  -0.02
C -0.775 6.987 2.379  0.01
N -1.712 7.188 1.367  -0.07
C -2.690 7.917 1.964  0.01
C -1.423 6.784 -0.018  0.02
H -3.282 11.071 5.129  0.09
H -2.949 10.962 3.365  0.07
H -1.659 10.760 4.413  0.08
H -4.217 8.936 4.113  0.13
H -2.985 8.596 5.272  0.12
H -0.885 7.728 4.519  0.14
H 0.084 6.398 2.093  0.14
H -3.522 8.271 1.373  0.16
H -1.079 5.750 -0.031  0.11
H -0.679 7.395 -0.530  0.11
H -2.370 6.768 -0.557  0.10
Cl 0.521 0.555 0.849  -1.00

As for the HOMO-LUMO gap: 0.1641 Eh. Its total charge is +2. Its energy above the lowest of the compared OMol25 structures with the same formula, charge and spin is 431.2 kJ/mol. Its multiplicity is 1. For the LUMO energy, the calculation gives -4.06 eV. The value obtained for the HOMO energy is -8.523 eV.



Repeat the second record exactly.
The following is a quantum chemistry calculation of a molecular structure, C30H22Cl2F5N3STeZr in a non-equilibrium geometry, from the OMol25 dataset.

Each line ends with the Löwdin charge.
Cartesian coordinates (Å):
Zr 1.708 1.454 -0.781  1.22
F -2.368 6.410 -0.338  0.13
C -1.662 5.476 -0.970  -0.14
C -0.357 5.216 -0.591  -0.16
F 0.200 5.882 0.419  0.13
C 0.340 4.242 -1.268  -0.29
F 1.602 3.941 -0.836  -0.04
C -0.185 3.481 -2.301  -0.58
S 0.765 2.202 -3.061  0.57
C -1.495 3.775 -2.655  -0.25
F -2.092 3.090 -3.632  0.09
C -2.226 4.753 -2.006  -0.14
F -3.483 5.000 -2.369  0.13
N 1.788 2.505 1.847  -0.37
C 1.187 -0.842 1.460  -0.27
C 0.223 -1.172 2.353  -0.12
C -0.605 -2.302 2.117  -0.05
C -0.459 -3.048 0.986  -0.01
C 0.465 -2.643 -0.013  -0.15
C 0.599 -3.271 -1.268  0.02
C 1.408 -2.723 -2.229  -0.03
C 2.019 -1.487 -1.977  -0.11
N 1.931 -0.870 -0.812  -0.03
C 1.242 -1.492 0.207  -0.24
H 1.817 3.094 2.681  0.04
H 2.124 0.628 2.970  0.08
H 0.111 -0.608 3.275  0.11
H -1.369 -2.562 2.838  0.11
H -1.083 -3.914 0.807  0.12
H 0.033 -4.172 -1.476  0.13
H 1.523 -3.184 -3.199  0.11
H 2.564 -0.970 -2.759  0.13
C -4.661 -3.880 -0.438  -0.05
C -3.906 -2.596 -0.218  -0.28
C -3.082 -2.061 -1.197  -0.03
C -2.389 -0.869 -1.010  -0.32
C -1.544 -0.358 -2.135  -0.10
C -2.496 -0.176 0.206  -0.50
Te -1.301 1.532 0.670  0.91
C -3.357 -0.688 1.192  -0.34
C -3.610 -0.023 2.523  -0.10
C -4.038 -1.882 0.962  -0.04
H -4.334 -4.378 -1.351  0.07
H -5.733 -3.695 -0.528  0.08
H -4.522 -4.571 0.395  0.08
H -2.982 -2.578 -2.147  0.11
H -1.667 -0.966 -3.032  0.09
H -0.485 -0.366 -1.866  0.01
H -1.784 0.676 -2.377  0.05
H -3.066 0.910 2.636  -0.02
H -3.321 -0.683 3.346  0.08
H -4.675 0.188 2.638  0.08
H -4.695 -2.260 1.741  0.12
Cl 6.609 2.053 -0.924  0.69
C 5.811 1.041 0.229  -0.62
C 6.531 0.091 0.929  -0.11
C 5.898 -0.806 1.781  -0.09
C 4.531 -0.692 2.015  -0.08
C 3.864 0.315 1.363  -0.25
Cl 2.087 0.998 1.669  0.79
C 4.409 1.113 0.333  -0.46
N 3.556 1.627 -0.576  -0.22
H 7.599 0.032 0.767  0.11
H 6.464 -1.586 2.271  0.10
H 4.024 -1.348 2.714  0.11

As for the HOMO-LUMO gap: 0.2090 Eh. Its energy above the lowest of the compared OMol25 structures with the same formula, charge and spin is 0.0 kJ/mol. Its multiplicity is 1. For the LUMO energy, the calculation gives -1.07 eV. The value obtained for the HOMO energy is -6.751 eV.



Q: What is the multiplicity in the second record?
A: 1